Record 1
10
Properties=species:S:1:pos:R:3:mulliken_charge:R:1 method="wB97M-V/def2-TZVPD" de_lowest_kj_mol=188.08 homo_ev=-9.5 smiles=C[Si@@H]1CO1
C 0.707 0.689 -1.538 -0.507
C -0.635 -0.051 1.252 -0.849
O -0.590 -0.162 -1.817 -0.379
Si -0.029 -0.718 -0.377 0.602
H 1.298 0.397 -2.383 0.244
H -1.490 -0.602 1.772 0.271
H 0.303 -0.071 1.810 0.253
H -1.031 0.976 1.193 0.278
H 0.488 1.748 -1.749 0.211
H 0.336 -2.024 -0.140 -0.124



Record 2
11
Properties=species:S:1:pos:R:3:mulliken_charge:R:1 method="wB97M-V/def2-TZVPD" de_lowest_kj_mol=161.21 homo_ev=-9.9 smiles=C#C[SiH2]O[SiH3]
C 2.759 -1.170 0.263 0.385
C 1.962 -0.258 0.164 -0.682
O -1.068 0.757 0.637 -0.407
Si -2.137 -0.322 0.021 0.349
Si 0.858 1.221 -0.043 0.487
H 3.440 -2.088 0.110 0.326
H -1.729 -0.886 -1.162 -0.182
H -2.223 -1.448 1.126 -0.093
H -3.387 0.539 -0.421 -0.094
H 0.746 2.452 0.806 -0.044
H 0.779 1.203 -1.501 -0.044



Record 3
10
Properties=species:S:1:pos:R:3:mulliken_charge:R:1 method="wB97M-V/def2-TZVPD" de_lowest_kj_mol=95.12 homo_ev=-9.6 smiles=CC#P.P
C -2.299 -0.339 0.220 0.260
C -1.288 -1.385 0.204 -0.673
P -2.942 1.045 0.051 -0.332
P 1.714 1.157 -0.240 -0.071
H 0.301 1.002 -0.401 -0.051
H -0.609 -1.159 -0.726 0.192
H -1.764 -2.342 0.110 0.285
H -0.667 -1.404 1.053 0.293
H 1.996 1.554 -1.538 0.048
H 1.568 2.512 0.198 0.049



Record 4
11
Properties=species:S:1:pos:R:3:mulliken_charge:R:1 method="wB97M-V/def2-TZVPD" de_lowest_kj_mol=282.41 homo_ev="-8.1 / -9.0"
C -3.452 -0.267 0.368 -0.919
C 3.428 -0.082 -0.441 -0.800
P -1.619 0.166 0.806 0.101
P -0.845 0.986 -0.868 -0.053
S 2.364 0.827 0.692 -0.148
H -3.944 0.704 0.432 0.284
H -3.174 -0.689 -0.548 0.323
H -3.799 -0.893 1.126 0.314
H 4.384 -0.267 0.076 0.293
H 3.743 0.480 -1.244 0.315
H 2.915 -0.965 -0.398 0.289



Record 5
10
Properties=species:S:1:pos:R:3:mulliken_charge:R:1 method="wB97M-V/def2-TZVPD" de_lowest_kj_mol=372.72 homo_ev="-8.0 / -7.5"
C -0.947 0.776 1.072 -0.942
C 1.113 -0.383 -1.723 -0.724
Se 0.504 0.196 2.164 0.005
Se -0.738 -0.504 -1.464 0.093
H -0.787 1.678 0.479 0.398
H -1.818 0.827 1.631 0.386
H 1.809 -1.227 -2.076 0.276
H 1.526 0.225 -0.977 0.327
H -0.159 0.061 3.419 0.092
H -0.503 -1.651 -2.525 0.087



Record 6
10
Properties=species:S:1:pos:R:3:mulliken_charge:R:1 method="wB97M-V/def2-TZVPD" de_lowest_kj_mol=344.90 homo_ev="-7.8 / -7.8"
C 1.719 0.105 -0.598 -0.297
C -1.267 -1.052 -0.075 -0.933
Se 2.339 1.777 -0.100 -0.011
Se -2.057 0.407 0.720 0.001
H 2.185 -0.651 -0.095 0.324
H 0.639 -0.064 -0.440 -0.017
H -1.649 -2.027 0.299 0.305
H -1.053 -1.000 -1.063 0.434
H 1.310 2.605 -0.813 0.094
H -2.166 -0.101 2.166 0.100



Record 7
16
Properties=species:S:1:pos:R:3:mulliken_charge:R:1 method="wB97M-V/def2-TZVPD" de_lowest_kj_mol=0.00 homo_ev=-4.9 total_charge=-1
N -1.364 2.035 -1.177 -0.775
B -1.185 0.581 -0.905 0.494
O -1.850 -0.336 -1.741 -0.586
C -0.200 0.126 0.270 0.170
I -0.080 1.565 1.949 -0.131
C -0.316 -1.325 0.870 -0.292
O 0.913 -2.039 0.847 -0.501
Al 2.243 -0.787 0.581 0.415
O 1.026 0.242 -0.402 -0.575
H -1.765 2.485 -0.371 0.271
H -0.435 2.430 -1.267 0.304
H -1.396 -0.298 -2.570 0.289
H -1.037 -1.998 0.396 0.238
H -0.606 -1.272 1.928 0.240
H 3.421 -1.142 -0.442 -0.319
H 2.631 -0.269 2.032 -0.244



Record 8
13
Properties=species:S:1:pos:R:3:mulliken_charge:R:1 method="wB97M-V/def2-TZVPD" de_lowest_kj_mol=323.44 homo_ev=-7.3
B 1.476 0.263 0.076 0.309
C -1.917 -1.080 0.229 -0.719
C -0.791 1.126 -0.812 -0.940
O 1.831 -0.964 0.240 -0.313
O 2.407 1.258 0.278 -0.462
S -1.964 0.751 0.437 -0.041
H -1.791 -1.378 -0.853 0.241
H -2.667 -1.462 0.849 0.346
H -0.983 -1.348 0.562 0.182
H -0.468 2.083 -0.864 0.379
H -0.865 0.829 -1.768 0.428
H 2.618 -1.251 0.725 0.308
H 3.114 1.175 0.900 0.282



Record 9
13
Properties=species:S:1:pos:R:3:mulliken_charge:R:1 method="wB97M-V/def2-TZVPD" de_lowest_kj_mol=442.79 homo_ev=-12.8 total_charge=+1
C 1.083 0.104 -0.125 -0.565
C -0.355 -0.142 0.216 -0.319
N 0.126 -0.318 -2.407 -0.513
N -0.625 -0.212 1.730 -0.358
Br 2.350 -1.169 0.146 0.137
Br -1.103 -2.090 -0.124 -0.059
H 1.208 0.968 -0.612 0.517
H -1.174 0.359 -0.184 0.574
H 0.600 0.088 -3.216 0.232
H 0.536 -1.235 -2.574 0.250
H -0.893 0.680 2.043 0.351
H 0.316 -0.453 2.266 0.379
H -1.390 -0.937 1.958 0.374



Record 10
13
Properties=species:S:1:pos:R:3:mulliken_charge:R:1 method="wB97M-V/def2-TZVPD" de_lowest_kj_mol=28.06 homo_ev=-13.7 total_charge=+1 smiles=NC(Br)(Br)C[NH3+]
C -0.206 0.540 -0.777 -0.572
C 1.035 0.275 0.243 0.112
N -1.312 -0.449 -0.558 -0.203
N 0.539 0.258 1.513 -0.335
Br 2.515 1.462 -0.141 0.004
Br 1.427 -1.844 -0.067 -0.172
H 0.118 0.470 -1.933 0.354
H -0.502 1.519 -0.504 0.416
H -0.826 -1.359 -0.714 0.250
H -1.962 -0.386 -1.345 0.380
H 1.096 0.358 2.386 0.248
H -1.684 -0.447 0.401 0.307
H -0.240 -0.398 1.495 0.209